Entry 1:
The following is a quantum chemistry calculation of one molecule with the formula C12H15N3OS, from the Open Molecules 2025 dataset.

The geometry in XYZ format:
```
32
Properties=species:S:1:pos:R:3:lowdin_charge:R:1
C -1.80 0.55 -3.17 -0.033
C -0.57 -0.17 -2.69 -0.403
C -0.26 -1.49 -3.32 -0.045
N 0.20 0.24 -1.77 0.036
N 0.11 1.46 -1.24 0.007
C -0.04 1.76 -0.02 -0.596
S 0.20 3.43 0.49 1.007
C -0.21 2.99 2.13 -0.371
C -0.51 1.69 2.25 -0.390
C -0.88 1.00 3.52 -0.026
N -0.47 1.00 1.05 -0.049
C -0.59 -0.44 0.94 -0.065
C 0.75 -1.09 0.83 -0.271
C 1.99 -0.68 1.24 -0.017
C 2.89 -1.70 0.84 -0.057
C 2.13 -2.65 0.22 -0.122
O 0.84 -2.29 0.21 0.040
H -1.76 1.60 -2.87 0.067
H -2.70 0.10 -2.74 0.081
H -1.88 0.49 -4.25 0.075
H -1.13 -2.15 -3.25 0.078
H -0.03 -1.36 -4.38 0.078
H 0.59 -1.95 -2.82 0.068
H -0.19 3.73 2.90 0.065
H -1.89 0.60 3.47 0.086
H -0.84 1.72 4.34 0.084
H -0.19 0.19 3.74 0.086
H -1.14 -0.82 1.80 0.125
H -1.16 -0.69 0.04 0.130
H 2.23 0.23 1.75 0.114
H 3.95 -1.72 0.99 0.100
H 2.38 -3.58 -0.23 0.117
```

Charge ... 0
Lowest unoccupied orbital energy ... 0.76 eV
Relative energy (zero: lowest compared OMol25 entry of this formula, charge and spin) ... 85.2 kcal/mol
Structure (SMILES) ... CC(C)=N/N=c1/scc(C)n1Cc1ccco1
DFT total energy ... -1103.891885 a.u.

=====

Entry 2:
The following is a quantum chemistry calculation of a 3-piece molecular cluster, C12H30NO3 overall, from the Open Molecules 2025 dataset.

The geometry in XYZ format:
```
46
Properties=species:S:1:pos:R:3:lowdin_charge:R:1
C -3.00 -3.26 -2.70 -0.004
N -1.78 -2.66 -3.37 -0.016
C -0.78 -2.13 -2.39 -0.047
C 0.50 -3.23 -2.35 -0.140
C 0.02 -4.82 -2.45 -0.062
O 0.59 -4.08 -1.14 -0.117
H -2.88 -3.37 -1.59 0.115
H -3.93 -2.68 -2.96 0.119
H -3.14 -4.30 -3.10 0.115
H -2.12 -1.85 -3.90 0.181
H -1.36 -3.28 -4.08 0.175
H -1.14 -2.07 -1.34 0.120
H -0.33 -1.15 -2.69 0.141
H 1.47 -2.94 -2.91 0.171
H 0.80 -4.90 -3.30 0.085
H 0.44 -5.73 -1.94 0.151
C -0.87 -1.89 2.02 -0.071
C -0.16 -0.57 2.22 -0.267
O -0.62 0.46 1.35 -0.195
C -1.99 0.82 1.47 -0.282
C -2.36 1.34 2.85 -0.071
H -0.81 -2.21 0.98 0.050
H -0.43 -2.67 2.65 0.086
H -1.93 -1.82 2.28 0.071
H 0.90 -0.71 1.99 0.121
H -0.21 -0.25 3.26 0.114
H -2.63 -0.02 1.19 0.101
H -2.16 1.61 0.74 0.117
H -2.25 0.57 3.62 0.070
H -3.40 1.68 2.86 0.082
H -1.71 2.18 3.13 0.087
C 3.45 4.20 2.12 -0.079
C 3.00 4.78 0.80 -0.277
O 3.22 3.93 -0.31 -0.159
C 2.56 2.67 -0.28 -0.282
C 1.05 2.79 -0.23 -0.083
H 4.50 3.90 2.07 0.083
H 3.33 4.93 2.92 0.079
H 2.87 3.31 2.39 0.063
H 3.58 5.69 0.60 0.120
H 1.95 5.08 0.84 0.106
H 2.93 2.07 0.55 0.106
H 2.85 2.15 -1.20 0.115
H 0.70 3.26 0.69 0.069
H 0.59 1.80 -0.29 0.053
H 0.68 3.39 -1.07 0.083
```

Charge ... +1
Lowest unoccupied orbital energy ... -4.00 eV
DFT total energy ... -755.156441 a.u.

=====

Entry 3:
The following is a quantum chemistry calculation of C12H24NaO7S as an isolated structure, from the Open Molecules 2025 dataset.

The geometry in XYZ format:
```
45
Properties=species:S:1:pos:R:3:lowdin_charge:R:1
C -3.38 1.54 3.94 -0.069
C -2.76 0.90 2.71 -0.268
O -1.34 0.97 2.73 -0.158
C -0.69 -0.08 3.42 -0.172
C 0.54 -0.49 2.62 -0.111
O 0.35 -1.79 2.01 -0.010
C 0.27 -1.80 0.66 -0.317
O -0.33 -3.08 0.31 -0.098
S 0.10 -3.56 -1.13 0.636
O 0.89 -4.73 -1.04 -0.181
O -0.98 -3.42 -2.02 -0.179
O 1.14 -2.31 -1.46 -0.186
C 1.59 -1.95 -0.10 -0.259
C 2.64 -0.87 0.06 -0.125
C 2.32 0.53 -0.49 -0.131
C 2.21 0.77 -2.04 -0.198
C 1.18 1.88 -2.32 -0.133
C -0.24 1.33 -2.51 -0.239
O -0.93 2.19 -3.38 -0.175
C -1.98 1.59 -4.13 -0.080
H -3.00 2.55 4.08 0.082
H -4.47 1.60 3.81 0.082
H -3.19 0.96 4.85 0.077
H -3.09 -0.14 2.61 0.118
H -3.08 1.43 1.81 0.118
H -1.36 -0.94 3.55 0.137
H -0.38 0.27 4.42 0.133
H 1.44 -0.56 3.24 0.135
H 0.68 0.27 1.86 0.114
H -0.40 -1.04 0.24 0.187
H 2.04 -2.85 0.32 0.169
H 2.83 -0.81 1.14 0.144
H 3.59 -1.24 -0.35 0.109
H 3.12 1.19 -0.14 0.136
H 1.40 0.92 -0.05 0.109
H 1.92 -0.11 -2.60 0.078
H 3.19 1.12 -2.40 0.127
H 1.44 2.44 -3.22 0.130
H 1.19 2.58 -1.48 0.126
H -0.76 1.29 -1.54 0.130
H -0.21 0.31 -2.91 0.117
H -1.78 0.53 -4.30 0.086
H -2.03 2.11 -5.08 0.093
H -2.93 1.70 -3.61 0.092
Na 3.21 -1.20 -2.11 0.626
```

Charge ... +1
Lowest unoccupied orbital energy ... -3.94 eV
Relative energy (zero: lowest compared OMol25 entry of this formula, charge and spin) ... 0.0 kcal/mol
DFT total energy ... -1558.485092 a.u.

=====

Entry 4:
The following is a quantum chemistry calculation of an isolated ion of composition C3H5O3 and charge +1, from the Open Molecules 2025 dataset.

The geometry in XYZ format:
```
11
Properties=species:S:1:pos:R:3:lowdin_charge:R:1
C 0.92 -1.66 -0.48 -0.035
C 0.88 0.16 -0.51 -0.238
C -0.19 0.26 0.49 -0.021
O 2.06 0.78 -0.47 0.057
O 2.50 1.29 0.56 0.214
O 1.70 -2.25 0.11 0.265
H 0.10 -2.08 -1.19 0.215
H 0.63 0.37 -1.56 0.187
H -1.20 -0.16 0.37 0.140
H -0.47 1.25 0.57 0.089
H 0.18 0.08 1.50 0.127
```

Charge ... +1
Lowest unoccupied orbital energy (spin up / spin down) ... -8.80 / -8.82 eV
Relative energy (zero: lowest compared OMol25 entry of this formula, charge and spin) ... 150.2 kcal/mol
DFT total energy ... -342.468042 a.u.